1.
The following is a quantum chemistry calculation of a single C6H10N2 molecule at a distorted geometry, from the Open Molecules 2025 dataset.

Cartesian coordinates (Å):
C 3.711692 1.190960 -1.337052
C 2.717248 0.730230 -0.859243
C 1.473314 0.026665 -0.382824
N 0.966106 0.707705 0.866341
N 0.036512 0.035039 1.708288
C -1.134104 -0.446080 1.066428
C -1.666090 0.044120 -0.033087
C -2.908679 -0.552277 -0.558495
H 4.588462 1.636202 -1.701298
H 0.618234 0.171733 -1.066000
H 1.781094 -0.927344 -0.224305
H 1.756042 0.794663 1.597746
H 0.571185 -0.798570 2.246130
H -1.360300 -1.454819 1.426188
H -1.300500 0.755799 -0.689028
H -3.164375 -1.584517 -0.323167
H -3.767977 -0.049743 -0.099926
H -2.917864 -0.279766 -1.636695

Atoms 1-3, force components in eV/Å:
C -0.263 -0.032 0.339
C -1.554 -0.525 0.133
C -0.517 4.108 0.316

Output
Charge: 0
Energy above the lowest of the compared OMol25 structures with the same formula, charge and spin, eV: 5.081
E_tot, eV: -9359.356
HOMO, eV: -8.00
Structure (SMILES): C#CCNN/C=C/C
HOMO-LUMO gap, eV: 8.9

***

2.
The following is a quantum chemistry calculation of a molecular structure, C31H44BrCoF4GeN4O3PSe at a distorted geometry, from the Open Molecules 2025 dataset.

Cartesian coordinates (Å):
Co -0.248965 0.343412 -0.002595
F -0.865965 -6.975288 -0.687295
C -0.877365 -5.745688 -0.203295
C -0.676265 -5.513588 1.157505
F -0.529065 -6.526888 1.994805
C -0.639065 -4.204188 1.628805
F -0.492365 -4.000188 2.937305
C -0.792765 -3.103288 0.787205
P -0.682165 -1.397188 1.463105
C 0.712135 -1.439688 2.629005
C 1.734835 -2.382988 2.666505
C 2.751535 -2.258188 3.599005
C 2.776035 -1.183188 4.471705
C 1.793235 -0.207088 4.397805
C 0.775335 -0.328188 3.472505
C -2.186565 -1.495888 2.503305
C -2.166965 -1.438088 3.892205
C -3.353365 -1.518788 4.600705
C -4.560265 -1.658488 3.935905
C -4.580665 -1.736388 2.551605
C -3.401465 -1.652488 1.835105
C -1.107565 -3.364988 -0.543895
Br -1.710165 -2.005288 -1.695395
C -1.133565 -4.661988 -1.038695
F -1.420965 -4.868988 -2.322695
H 1.740435 -3.231588 1.996805
H 3.519635 -3.013588 3.651505
H 3.557535 -1.099388 5.209505
H 1.816535 0.639612 5.066005
H 0.004535 0.432112 3.403305
H -1.232865 -1.349788 4.423805
H -3.327965 -1.479288 5.678205
H -5.481965 -1.725288 4.491505
H -5.520065 -1.862688 2.035205
H -3.423665 -1.704988 0.754705
N -0.256365 2.312512 -1.049195
C -0.609265 1.941412 -2.432495
C -0.478865 3.132212 -3.388195
C -0.651865 2.814712 -4.875595
C -2.065665 2.449912 -5.342895
N -2.632765 1.222512 -4.790595
C -2.328165 -0.019788 -5.161895
N -1.295765 -0.285188 -5.947595
N -3.125465 -1.016588 -4.769495
C 0.243935 0.667312 -2.774095
O 0.438735 0.335512 -3.926995
O 0.622935 0.022712 -1.749095
H -0.841465 3.083112 -0.733495
H 0.702635 2.661512 -1.054795
H -1.646065 1.584712 -2.427995
H 0.514835 3.573212 -3.268795
H -1.211665 3.890312 -3.093095
H 0.053335 2.027112 -5.132795
H -0.367265 3.711212 -5.429795
H -2.047465 2.368312 -6.432495
H -2.757165 3.252812 -5.084895
H -3.470265 1.326812 -4.235995
H -0.541465 0.382512 -6.019295
H -1.034965 -1.245888 -6.108295
H -3.999265 -0.845688 -4.304495
H -2.877165 -1.971688 -4.960295
C 6.809535 2.727612 0.550905
Ge 5.043935 2.414512 1.389905
C 4.078635 4.058412 1.931005
C 5.114635 1.118112 2.878805
C 3.865235 1.572812 -0.073995
Se 2.488135 0.398612 0.629505
C 2.998035 -1.178888 -0.369195
H 7.443135 3.255612 1.257805
H 6.729935 3.328712 -0.350895
H 7.289435 1.785112 0.301505
H 4.552035 4.485412 2.810305
H 3.045135 3.826912 2.176905
H 4.093335 4.805312 1.142505
H 5.828835 1.454812 3.623605
H 5.421135 0.135612 2.535405
H 4.140335 1.028912 3.351105
H 4.485635 0.969312 -0.732595
H 3.410935 2.373412 -0.654895
H 4.015935 -1.451588 -0.096695
H 2.917335 -0.958588 -1.431395
H 2.313435 -1.981088 -0.110095
C -4.788065 1.333312 0.554405
C -3.472465 1.337012 -0.204095
O -2.357365 1.034012 0.638405
H -5.609665 1.513612 -0.132995
H -4.804465 2.112612 1.312905
H -4.944065 0.379812 1.047505
H -3.314465 2.314412 -0.674995
H -3.471165 0.562412 -0.974895
H -2.430765 1.586612 1.428105

Atoms 1-3, force components in eV/Å:
Co 0.553 1.249 -1.102
F -0.074 0.243 0.136
C -0.014 0.159 0.120

Output
Charge: +2
Energy above the lowest of the compared OMol25 structures with the same formula, charge and spin, eV: 0.846
E_tot, eV: -294642.256
HOMO (spin up / spin down), eV: -12.71 / -12.87
Expectation value of S²: 3.76
HOMO-LUMO gap (spin up / spin down), eV: 7.9 / 7.3
Multiplicity: 4

***

3.
The following is a quantum chemistry calculation of a molecular structure, C16H29GaGe, from the Open Molecules 2025 dataset.

Cartesian coordinates (Å):
Ga -0.002863 0.040945 -0.431915
C 0.480254 -0.310167 3.197027
C 0.818340 0.383790 1.908295
C 1.713260 -0.234748 0.998027
C 2.282014 -1.599372 1.280459
C 2.113513 0.459801 -0.198429
C 3.214767 -0.103529 -1.064426
C 1.553591 1.751494 -0.481427
C 1.937979 2.457026 -1.752442
C 0.670124 2.354992 0.447744
C 0.173440 3.749626 0.199141
C 0.262998 1.648558 1.602432
C -0.776936 2.241986 2.507682
H -0.345141 -1.016895 3.073594
H 0.192716 0.404951 3.961713
H 1.336107 -0.866402 3.570819
H 3.186656 -1.499197 1.886739
H 2.553787 -2.125782 0.368893
H 1.582015 -2.219069 1.834791
H 2.858910 -0.774079 -1.848952
H 3.917205 -0.660689 -0.449721
H 3.761522 0.703056 -1.544274
H 2.812868 3.087895 -1.571976
H 1.138389 3.098836 -2.112175
H 2.193743 1.758795 -2.545305
H -0.734667 3.753497 -0.410082
H 0.922394 4.341440 -0.320158
H -0.054574 4.253190 1.134210
H -0.305471 2.840250 3.292707
H -1.366994 1.471097 2.996203
H -1.456345 2.892023 1.963226
C -1.238814 -2.075210 -2.996469
Ge -2.290192 -2.043732 -1.356378
C -1.528022 -3.206959 0.010756
C -4.207591 -2.173455 -1.587185
C -1.920778 -0.190037 -0.625503
H -1.296969 -3.046358 -3.486676
H -0.176244 -1.891326 -2.794058
H -1.593437 -1.322069 -3.700459
H -1.597040 -4.254789 -0.279390
H -2.053904 -3.087442 0.958485
H -0.464512 -2.992638 0.168993
H -4.467832 -3.154288 -1.984168
H -4.560705 -1.417634 -2.287247
H -4.719529 -2.044470 -0.634699
H -2.287528 -0.005603 0.387663
H -2.230485 0.622690 -1.286070

Atoms 1-3, force components in eV/Å:
Ga -0.377 0.442 0.492
C -0.012 -0.012 0.000
C -0.051 -0.045 -0.049

Output
Charge: +2
Energy above the lowest of the compared OMol25 structures with the same formula, charge and spin, eV: 0.000
E_tot, eV: -125938.755
HOMO, eV: -16.49
HOMO-LUMO gap, eV: 8.6

***

4.
The following is a quantum chemistry calculation of 2 unconnected molecules or ions with the total composition C3H11N3 at a distorted geometry, from the Open Molecules 2025 dataset.

Cartesian coordinates (Å):
C 1.818783 -0.217277 -1.315279
N 0.847197 0.372436 -1.851131
C -0.439105 -0.224246 -2.120016
H 2.780401 0.256195 -1.483455
H 1.791752 -1.126934 -0.705751
H -1.142448 0.508397 -2.489615
H -0.880464 -0.701221 -1.240524
H -0.363124 -1.058526 -2.814070
N -1.191233 0.961080 0.885932
C -0.441138 -0.252744 1.208567
N -0.181149 -0.527589 2.637045
H -2.134768 0.791247 1.199276
H -0.867651 1.684678 1.494502
H -0.967085 -1.101839 0.783623
H 0.565775 -0.244278 0.807968
H 0.101665 0.337868 3.085128
H -1.033188 -0.798707 3.119682

Atoms 1-3, force components in eV/Å:
C -0.208 0.331 -0.045
N 0.246 0.049 -1.441
C -0.262 -0.719 1.264

Output
Charge: 0
Energy above the lowest of the compared OMol25 structures with the same formula, charge and spin, eV: 1.990
E_tot, eV: -7758.094
HOMO, eV: -9.01
Structure (SMILES): C=NC.NCN
HOMO-LUMO gap, eV: 10.0

***

Among the records above, which one has the lowest E_tot? C31H44BrCoF4GeN4O3PSe

***

charge of number 3 (C16H29GaGe)? +2

***

Which formula does entry 1 have? C6H10N2

***

charge of number 2 (C31H44BrCoF4GeN4O3PSe)? +2